Entry from OMol25: a structure of composition C30H24BrCl5EuF10N4O2P2S2 (wB97M-V/def2-TZVPD).

Results
⟨S²⟩: 15.783
Orbital gap (spin up / spin down) in eV: 7.359 / 4.825
Lowest unoccupied orbital energy (spin up / spin down) in eV: -6.009 / -8.534
Total charge: +2
Relative energy (zero: lowest compared OMol25 entry of this formula, charge and spin) in eV: 0.000
Multiplicity: 8

Structure (XYZ):
```
81
Properties=species:S:1:pos:R:3:forces:R:3:lowdin_charge:R:1
Eu -1.595042 -0.291407 -0.508528 0.0304 -1.0643 2.2000 1.711
F 6.353058 0.451993 -1.870028 -0.0696 0.0239 0.0231 0.165
C 5.171558 0.361593 -1.288628 -0.3931 -0.0093 0.2042 -0.120
C 5.064958 0.325393 0.103072 -0.2388 -0.0417 -0.1292 -0.115
F 6.144158 0.415493 0.860572 -0.0135 -0.0632 -0.1202 0.163
C 3.810158 0.207393 0.693572 0.0288 -0.0004 -0.2112 -0.204
F 3.745358 0.188593 2.021772 0.3542 0.0354 -0.1259 0.124
C 2.632758 0.150493 -0.051128 -0.1873 0.0175 -0.1373 -0.301
P 0.998558 0.007593 0.825972 1.4466 -0.3155 0.4567 1.083
C 1.404758 -1.478707 1.823072 -0.2028 0.0996 -0.0714 -0.371
C 1.260858 -2.687607 1.138072 0.0586 0.2889 0.0048 -0.127
C 1.592458 -3.878207 1.754572 -0.0240 -0.0788 -0.0138 -0.066
C 2.060858 -3.873207 3.060872 -0.0608 0.0202 -0.0375 -0.057
C 2.183458 -2.677407 3.748472 -0.0190 -0.1022 0.0809 -0.052
C 1.854558 -1.479507 3.138672 -0.0194 -0.0045 -0.2006 -0.094
C 1.181558 1.449793 1.923372 -0.2128 0.1286 0.0204 -0.366
C 1.925458 2.556293 1.507972 -0.0847 -0.2945 0.1082 -0.128
C 2.145558 3.611393 2.371372 -0.0655 0.0444 0.1702 -0.079
C 1.612758 3.583393 3.652072 -0.0034 -0.1006 -0.0794 -0.062
C 0.832958 2.507893 4.055572 0.1060 0.0778 0.0460 -0.093
C 0.592558 1.457193 3.188372 0.1446 -0.0016 -0.2203 -0.127
C 2.761358 0.231193 -1.434528 0.2026 0.0872 0.0676 -0.533
Br 1.220558 0.295693 -2.538528 0.4540 -0.0133 -0.0521 0.937
C 4.006058 0.325493 -2.050328 -0.3204 -0.0285 0.3403 -0.248
F 4.069858 0.406493 -3.378428 0.2473 0.0377 -0.1258 0.076
H 0.892558 -2.679907 0.115072 0.0509 -0.1073 0.0375 0.089
H 1.487258 -4.810007 1.221372 0.0206 -0.1170 -0.0796 0.111
H 2.334258 -4.801207 3.535072 0.0274 -0.1327 0.0936 0.113
H 2.550358 -2.671407 4.762572 0.0525 -0.0198 0.1243 0.115
H 1.991458 -0.556207 3.678172 0.0027 0.0764 0.0314 0.100
H 2.341358 2.584993 0.510972 0.0715 0.0296 -0.0418 0.109
H 2.735458 4.454493 2.046072 0.0333 0.1012 -0.0191 0.116
H 1.784458 4.411193 4.322072 0.0512 0.0401 0.1098 0.117
H 0.413258 2.494493 5.049872 -0.1004 0.0042 0.0762 0.116
H -0.050842 0.639993 3.481272 -0.0052 -0.0401 0.1039 0.091
Cl -4.326642 -0.695207 0.725972 -0.4461 -0.2415 0.4244 0.661
C -5.140542 0.327893 -0.457128 -0.2962 -0.1319 0.0834 -0.843
Cl -3.878842 1.191793 -1.340628 -0.6939 0.6335 -0.6821 0.638
H -5.769242 1.046793 0.065872 0.1120 -0.0906 -0.1210 0.057
H -5.703842 -0.296807 -1.151328 0.1461 0.1630 0.1251 0.057
Cl -0.300542 4.524493 0.174172 -0.1555 0.1350 -0.0478 0.688
C -1.643242 3.567593 0.790672 -0.0890 0.4591 0.2650 -1.473
Cl -3.157742 4.101093 0.023672 0.0151 0.1832 0.0050 0.636
Cl -1.783642 3.720093 2.539272 -0.0669 0.1263 -0.2835 0.722
C -1.487642 2.101093 0.386972 0.0284 1.1052 1.0387 -0.939
O -1.987542 1.221493 1.112072 -0.2446 0.2570 0.7752 -0.216
O -0.901842 1.826993 -0.677528 0.5444 0.7952 -1.1759 -0.289
C -2.974542 -0.671607 4.153872 0.1478 -0.0704 0.0477 -0.075
C -1.848942 -1.703607 4.018572 -0.1730 0.2638 0.1637 -0.219
C -1.932642 -2.360807 2.694472 0.1430 -0.0295 -0.2419 -0.593
N -1.614042 -1.792807 1.577672 -0.3091 -0.1176 0.8103 -0.115
N -1.844342 -2.561207 0.480572 -0.1897 -0.7276 -0.0588 -0.146
C -2.357642 -3.734107 0.770072 0.1188 0.3605 0.4558 -0.658
N -2.693042 -4.650007 -0.134028 -0.1051 -0.3420 -0.3087 0.147
S -2.577042 -3.967207 2.489372 0.2984 0.3944 -0.5074 1.172
H -2.921442 -0.190807 5.126672 -0.0547 0.0634 0.0580 0.086
H -3.942342 -1.157907 4.057872 -0.1442 0.0123 0.0376 0.079
H -2.886042 0.084293 3.375472 -0.0020 0.0887 -0.0067 0.050
H -1.921142 -2.452607 4.806572 0.1035 0.0288 0.0370 0.117
H -0.879642 -1.210107 4.094872 0.0657 -0.1461 0.0653 0.092
H -2.551642 -4.471707 -1.116328 0.0125 0.0321 0.0581 0.099
H -3.085542 -5.532207 0.143272 0.0137 0.0120 -0.0611 0.117
F -1.735842 -0.051307 -2.803328 0.1139 -0.2791 -0.9601 -0.374
P -1.977242 -1.714207 -3.078728 -0.2056 -0.1986 0.3984 0.230
F -3.036942 -1.576007 -1.744628 -0.0873 -0.6075 -1.2933 -0.323
F -0.773942 -1.886607 -1.873728 -0.0252 -0.7327 -1.4240 -0.329
F -3.161342 -1.373807 -4.039228 0.1985 -0.2018 -0.0700 -0.058
F -0.864642 -1.701807 -4.179628 -0.2085 -0.0711 -0.0054 -0.084
F -2.193142 -3.269907 -3.057628 0.0467 0.2097 -0.2624 -0.066
S -1.400642 3.009593 -3.672428 -0.0107 0.2335 0.2472 0.893
C -0.341542 2.422293 -4.862928 -0.4256 -0.3405 -0.3393 -0.720
N 0.947358 2.843193 -4.867628 0.4330 0.0033 -0.4654 0.073
C 1.849758 2.439493 -5.777728 0.0392 0.2725 0.4630 -0.008
C 1.485458 1.569193 -6.772428 -0.7289 -0.4370 -0.1852 0.023
C 0.164858 1.099693 -6.809428 0.7524 0.0860 -0.2763 0.022
C -0.741042 1.521693 -5.865428 -0.0096 0.3118 0.5104 -0.036
H 1.219458 3.509093 -4.150028 -0.0162 -0.0743 0.0265 0.165
H 2.856258 2.817093 -5.680628 0.0031 0.1170 0.0720 0.153
H 2.203558 1.252093 -7.510228 0.1251 0.0039 -0.0131 0.134
H -0.135642 0.408093 -7.581328 -0.0398 -0.0579 -0.0743 0.137
H -1.764142 1.183493 -5.873728 -0.0960 -0.0311 0.0620 0.126
```
Forces are in eV/Å.